{
  "formula": "C13H16N3O4P",
  "method": "ωB97M-V with the def2-TZVPD basis set",
  "lumo_ev": 2.831,
  "energy_ev": -35683.1610,
  "charge": -2,
  "homo_lumo_gap_ev": 1.700,
  "multiplicity": 1,
  "symbols": ["C", "C", "C", "C", "C", "C", "C", "C", "C", "C", "N", "N", "C", "C", "N", "C", "H", "H", "H", "H", "H", "H", "H", "H", "H", "H", "H", "H", "H", "H", "H", "H", "O", "P", "O", "O", "O"],
  "positions_angstrom": [[-1.2498, -3.8960, -0.3912], [-0.5755, -2.7397, -1.2439], [-0.5284, -2.6992, -2.7334], [0.1575, -1.5403, -3.3873], [0.8265, -0.4380, -2.6104], [0.8057, -0.4907, -1.1263], [1.4806, 0.5393, -0.1525], [0.7908, 1.9483, -0.0851], [1.7387, 3.1742, 0.1423], [1.1965, 4.5378, 0.2666], [2.0592, 5.7119, 0.5241], [-0.2153, 4.7605, 0.1736], [-1.1513, 3.6461, -0.0467], [-0.6757, 2.2331, -0.1775], [-1.6253, 1.1624, -0.3550], [0.0818, -1.6492, -0.4807], [-0.7193, -3.8697, 0.6280], [-1.0258, -4.9241, -0.8151], [-2.3469, -3.7146, -0.2163], [-1.0043, -3.5456, -3.3012], [0.1500, -1.5465, -4.5199], [1.3535, 0.4102, -3.1279], [2.5480, 0.6895, -0.5238], [1.4825, 0.0979, 0.8903], [2.8500, 2.9894, 0.2443], [2.6996, 5.3818, 1.2632], [1.4269, 6.3555, 1.0351], [-0.5421, 5.7227, 0.2830], [-2.2424, 3.9263, -0.0734], [-1.5944, 0.4905, 0.4136], [-2.5646, 1.5292, -0.5196], [0.0400, -1.6856, 0.6518], [-0.0866, -3.1351, 3.6539], [-0.7258, -4.5156, 3.8749], [-2.2267, -4.4474, 3.5560], [-0.5334, -4.9311, 5.3402], [-0.0544, -5.5383, 2.9464]],
  "forces_ev_per_angstrom": [[1.4078, 0.6500, 0.3433], [0.9328, 1.4140, -0.5869], [1.2567, 2.2784, 1.9746], [-0.1823, -0.4076, 1.9326], [-1.2101, -2.2178, 1.2851], [-1.5800, -2.4330, -0.7174], [-0.7082, 0.6479, -0.6721], [-0.7528, 1.3597, -0.2119], [-2.6496, 2.1080, 0.1905], [0.8542, -3.9842, -0.4557], [-1.6468, -1.0842, 0.8578], [1.7339, -0.2843, -0.0296], [0.1974, -2.6238, -0.3599], [1.8296, 2.6124, 0.8113], [0.5320, 1.2205, 0.1011], [0.2946, 0.3961, -2.2528], [-1.0309, -0.1870, -1.3228], [-0.5434, 1.2601, 0.2984], [1.1042, -0.3179, -0.3169], [0.6240, 1.1578, 0.4470], [0.1901, 0.2563, 1.4933], [-0.7111, -1.0389, 0.5262], [-1.1817, -0.1501, 0.6784], [0.3033, 0.1096, -1.1351], [-1.4753, 0.4280, -0.1447], [-0.1966, 0.2873, -0.6197], [0.5942, -0.1482, -0.3354], [0.0656, -0.9415, -0.1745], [1.4809, -0.4249, 0.1004], [-0.0671, 0.2735, -0.4116], [0.4434, -0.2337, 0.3316], [0.1144, -0.0502, -1.4817], [0.3486, -0.0545, -0.0218], [-0.0886, -0.1374, 0.1254], [-0.0369, -0.3052, 0.0167], [-0.1562, 0.3104, 0.0881], [-0.0903, 0.2542, -0.3515]],
  "nbo_charge": [-0.663, 0.020, -0.273, -0.228, -0.257, 0.039, -0.449, -0.218, -0.350, 0.326, -0.828, -0.649, -0.293, 0.186, -0.830, -0.245, 0.280, 0.208, 0.222, 0.203, 0.192, 0.211, 0.205, 0.218, 0.199, 0.367, 0.332, 0.376, 0.180, 0.387, 0.359, 0.243, -0.958, 2.421, -0.978, -0.980, -0.979]
}

---

{
  "formula": "C13H16OS4",
  "method": "ωB97M-V with the def2-TZVPD basis set",
  "de_lowest_kj_mol": 0.00,
  "lumo_ev": -1.841,
  "energy_ev": -59127.1982,
  "homo_lumo_gap_ev": 5.737,
  "multiplicity": 1,
  "symbols": ["C", "C", "O", "C", "S", "S", "H", "H", "H", "H", "H", "C", "C", "C", "C", "C", "S", "C", "C", "C", "S", "C", "C", "H", "H", "H", "H", "H", "H", "H", "H", "H", "H", "H"],
  "positions_angstrom": [[-1.0288, 2.0437, 2.0453], [-0.7562, 0.5590, 2.0324], [-1.8325, -0.0916, 1.3253], [-1.7187, -1.4391, 1.1596], [-3.0772, -2.2075, 0.5253], [-0.2870, -2.1958, 1.6045], [-0.3415, 2.5091, 2.7583], [-0.8389, 2.4842, 1.0632], [-2.0540, 2.2847, 2.3348], [0.2128, 0.3798, 1.5348], [-0.7057, 0.1856, 3.0683], [-7.9060, -2.9169, -1.0680], [-6.8990, -3.1506, -2.0167], [-5.6764, -3.6949, -1.6149], [-5.4533, -4.0097, -0.2667], [-4.1308, -4.5102, 0.1640], [-4.0494, -5.2960, 1.7145], [-2.2847, -5.0825, 2.0636], [-1.3717, -5.7538, 1.0501], [-1.5431, -5.1776, -0.3470], [-3.2100, -5.3618, -1.0305], [-6.4456, -3.7380, 0.6816], [-7.6741, -3.2089, 0.2842], [-8.8642, -2.4938, -1.3817], [-7.0632, -2.9211, -3.0717], [-4.8816, -3.8634, -2.3480], [-2.0696, -4.0071, 2.1721], [-2.1935, -5.5630, 3.0492], [-0.3316, -5.6070, 1.3618], [-1.5724, -6.8320, 1.0352], [-1.2585, -4.1165, -0.4087], [-0.9567, -5.7683, -1.0707], [-6.2450, -3.9351, 1.7394], [-8.4506, -3.0329, 1.0315]],
  "forces_ev_per_angstrom": [[-0.0592, 0.2646, -0.1929], [0.2513, 0.4560, 0.1459], [-0.0934, -0.9704, -0.1207], [1.9047, 0.3194, 0.8892], [-1.7067, 0.2861, -0.7241], [-0.2999, -0.2179, -0.1890], [-0.1005, 0.0028, -0.0768], [-0.0869, -0.0175, 0.0680], [0.0864, -0.0995, 0.0604], [-0.5200, -0.1993, 0.2531], [-0.0324, -0.1600, -0.4874], [0.3185, -0.1014, 0.0635], [0.0677, -0.2108, 0.2807], [-0.2820, 0.2114, -0.3176], [0.5706, 0.3496, 0.0859], [-0.5227, -0.8264, 0.0007], [0.0875, 0.9051, 0.8727], [-0.0294, -0.4912, 0.5213], [-0.0979, 0.0680, 0.0242], [0.2677, -0.6743, -0.3994], [0.6279, 0.8870, -0.7782], [-0.4172, 0.1584, 0.1982], [0.1637, -0.1505, -0.1867], [0.3476, -0.1530, 0.1227], [0.0293, -0.0307, 0.3808], [-0.3451, 0.1117, 0.2973], [-0.2119, -0.3495, -0.1378], [0.1564, 0.1749, -0.2290], [-0.1179, 0.0507, -0.0329], [0.0703, 0.1748, -0.0166], [-0.1897, -0.2418, 0.0660], [0.0316, 0.3507, 0.2761], [-0.1310, 0.1142, -0.4443], [0.2626, 0.0087, -0.2730]],
  "nbo_charge": [-0.624, -0.076, -0.514, 0.021, -0.062, -0.281, 0.213, 0.209, 0.215, 0.203, 0.191, -0.160, -0.215, -0.171, -0.089, -0.245, 0.327, -0.539, -0.433, -0.532, 0.341, -0.170, -0.214, 0.222, 0.225, 0.238, 0.273, 0.235, 0.239, 0.212, 0.266, 0.234, 0.238, 0.225]
}

---

{
  "formula": "C13H16OSe",
  "method": "ωB97M-V with the def2-TZVPD basis set",
  "de_lowest_kj_mol": 306.10,
  "lumo_ev": [-0.432, -0.433],
  "energy_ev": -81129.6353,
  "homo_lumo_gap_ev": [6.894, 6.893],
  "multiplicity": 1,
  "symbols": ["C", "C", "C", "C", "C", "C", "C", "C", "C", "C", "C", "C", "C", "O", "Se", "H", "H", "H", "H", "H", "H", "H", "H", "H", "H", "H", "H", "H", "H", "H", "H"],
  "positions_angstrom": [[-2.3315, -3.0534, -0.7983], [-2.2003, -2.4770, 0.4093], [-2.3459, -2.2623, -1.9790], [-2.1231, -1.0898, 0.5585], [-2.2064, -0.7984, -1.8918], [-2.0793, -0.2912, -0.5905], [-2.0867, 0.0188, -3.0400], [-1.7601, 1.4170, -2.9902], [-1.6524, 2.1488, -1.8476], [1.5486, -0.9467, 0.3565], [2.8491, 1.2366, 0.8772], [0.9061, 0.6386, 2.3253], [1.4340, 0.5565, 0.7809], [0.6113, 1.1515, -0.1889], [-1.4709, 1.3963, -0.1842], [-2.4893, -4.1001, -0.8395], [-2.2123, -3.1007, 1.3872], [-2.5011, -2.6064, -2.9332], [-2.1145, -0.5967, 1.4473], [-2.0747, -0.3367, -3.9769], [-1.7345, 1.6746, -4.0320], [-1.7097, 3.2061, -1.8296], [2.3698, -1.6022, 0.7429], [0.5818, -1.4197, 0.6965], [1.5022, -0.8721, -0.7798], [3.5043, 0.7718, 0.0370], [3.2769, 1.0396, 1.8259], [2.6808, 2.2578, 0.7309], [1.0916, -0.3162, 2.7166], [1.5295, 1.4748, 2.8181], [-0.0492, 1.0620, 2.3500]],
  "forces_ev_per_angstrom": [[-0.2891, 0.8640, -3.9783], [-0.0819, 1.2887, 4.8760], [0.0856, 2.0487, 3.5855], [-0.2749, -2.4920, -3.0315], [0.2911, -2.0107, -0.2589], [0.4522, 0.0513, 0.4847], [1.2378, 3.2823, 3.6679], [-1.5042, -4.5226, -0.8070], [0.0613, 0.2074, 1.5489], [-1.2836, 0.0420, -0.6036], [-0.4131, -2.7225, -3.0616], [2.6791, 2.7758, -2.2316], [0.5458, -0.9125, 1.9700], [-0.5133, 0.7437, 0.1799], [0.6325, 0.6969, -1.2233], [0.0675, -0.8721, -0.3365], [0.0045, 0.9896, -1.9147], [-0.2465, -1.3019, -1.9719], [0.2662, 0.8756, 2.7251], [-0.2465, -1.8319, -3.0703], [0.2407, 1.6830, 0.0265], [0.4801, 0.8241, -0.0406], [-0.3937, 0.9355, -0.3117], [0.8936, 0.1987, -0.5283], [0.4092, -0.6122, 1.4017], [-0.8382, 1.1383, 1.3494], [0.5693, -0.2518, 0.7733], [0.1253, 1.7036, -0.2497], [-0.2118, -1.0490, 1.1425], [-0.8144, -1.5800, -0.3491], [-1.9304, -0.1899, 0.2371]],
  "nbo_charge": [-0.211, -0.206, -0.165, -0.198, -0.045, -0.296, -0.237, -0.188, -0.553, -0.662, -0.618, -0.644, 0.283, -0.819, 1.173, 0.220, 0.220, 0.208, 0.210, 0.200, 0.231, 0.236, 0.209, 0.197, 0.229, 0.198, 0.201, 0.214, 0.212, 0.201, 0.197]
}

---

{
  "formula": "C13H17BrN2O",
  "method": "ωB97M-V with the def2-TZVPD basis set",
  "de_lowest_kj_mol": 64.33,
  "lumo_ev": 0.729,
  "energy_ev": -88827.2046,
  "smiles": "CN1CCCN(C(=O)c2cccc(Br)c2)CC1",
  "homo_lumo_gap_ev": 9.636,
  "multiplicity": 1,
  "symbols": ["C", "N", "C", "C", "C", "N", "C", "O", "C", "C", "C", "C", "C", "Br", "C", "C", "C", "H", "H", "H", "H", "H", "H", "H", "H", "H", "H", "H", "H", "H", "H", "H", "H", "H"],
  "positions_angstrom": [[3.2515, 2.5287, -0.0547], [2.5076, 1.2875, -0.1085], [3.2158, 0.2283, 0.5850], [2.5777, -1.1464, 0.3969], [1.2880, -1.3382, 1.1872], [0.1112, -0.8191, 0.5127], [-1.0422, -1.5066, 0.6588], [-1.1387, -2.4973, 1.3607], [-2.2300, -1.0089, -0.1145], [-2.3047, -1.1919, -1.4912], [-3.4478, -0.8261, -2.1800], [-4.5234, -0.2707, -1.5081], [-4.4406, -0.1012, -0.1367], [-5.9144, 0.6640, 0.7979], [-3.3117, -0.4727, 0.5713], [0.2151, 0.3947, -0.2672], [1.1401, 1.4500, 0.3497], [2.7373, 3.2817, -0.6497], [4.2395, 2.3682, -0.4835], [3.3749, 2.9119, 0.9700], [4.2289, 0.1988, 0.1749], [3.2980, 0.4402, 1.6681], [2.3997, -1.3257, -0.6630], [3.2944, -1.8916, 0.7465], [1.0944, -2.4027, 1.3476], [1.3880, -0.8732, 2.1764], [-1.4703, -1.6301, -2.0177], [-3.5063, -0.9730, -3.2478], [-5.4165, 0.0203, -2.0392], [-3.2677, -0.3519, 1.6430], [-0.7880, 0.8157, -0.3641], [0.5915, 0.1761, -1.2742], [0.7938, 2.4267, 0.0049], [1.0546, 1.4345, 1.4486]],
  "forces_ev_per_angstrom": [[-0.0111, -0.0092, 0.0221], [0.0979, 0.0449, 0.0565], [0.0749, -0.1874, -0.2713], [-0.0176, 0.2703, 0.2558], [0.1163, -0.4207, 0.0757], [0.1508, -0.0265, 0.0626], [-0.1399, 0.0292, -0.0480], [-0.1578, -0.1581, 0.1676], [-0.2830, -0.1958, -0.1350], [0.0439, 0.0355, 0.1487], [0.0371, -0.0093, -0.0046], [-0.0901, 0.0394, 0.0784], [-0.1453, 0.1173, 0.0844], [0.1696, -0.0964, -0.1029], [0.0400, 0.0113, -0.0136], [-0.0905, 0.4229, -0.1116], [-0.1510, -0.1719, -0.2966], [0.0242, 0.0780, 0.0038], [0.0560, 0.0565, 0.0067], [0.0216, 0.0383, 0.0265], [-0.0090, 0.0309, 0.0910], [0.0232, 0.0024, -0.0264], [0.0588, -0.0803, -0.0767], [-0.0213, -0.0220, -0.0176], [0.0659, 0.2200, 0.0499], [0.0082, -0.0909, -0.0218], [0.1054, -0.0378, -0.0676], [-0.0043, -0.0203, -0.0932], [-0.0589, 0.0250, -0.0216], [-0.0222, -0.0035, 0.0845], [0.1791, -0.0313, -0.0204], [-0.0723, 0.1145, 0.0536], [0.0067, -0.0491, 0.0495], [-0.0056, 0.0740, 0.0115]],
  "nbo_charge": [-0.403, -0.443, -0.213, -0.425, -0.226, -0.429, 0.661, -0.614, -0.110, -0.159, -0.206, -0.246, -0.052, 0.053, -0.232, -0.224, -0.238, 0.199, 0.201, 0.164, 0.202, 0.158, 0.214, 0.223, 0.247, 0.188, 0.213, 0.220, 0.230, 0.238, 0.226, 0.201, 0.211, 0.175]
}